#one
# C5H12S

A cluster of 2 separate species, C5H12S in total (ωB97M-V/def2-TZVPD, the OMol25 dataset).

XYZ file:
```
18
Properties=species:S:1:pos:R:3:lowdin_charge:R:1
C 0.51501 0.66845 1.84586 -0.1391
C 0.40374 -2.22229 -0.74581 0.0901
C -1.21062 0.89561 -1.77892 -0.1189
C 0.20487 0.92437 0.32916 -0.3260
C -1.01947 0.41965 -0.36174 -0.7842
S -2.35746 -0.03761 0.57648 0.8168
H 1.47230 0.97840 2.24319 0.0592
H 0.52692 -0.43078 2.12468 0.0783
H -0.32783 1.22757 2.45529 0.1007
H 1.12937 -2.03737 -1.47267 -0.0280
H 0.57318 -1.90309 0.29413 -0.0102
H -0.42344 -2.82732 -0.94489 -0.0282
H -2.30294 0.92497 -1.99787 0.0766
H -0.74539 1.86883 -1.56010 0.0711
H -0.67230 0.22112 -2.45525 0.0750
H 1.14950 0.56392 -0.16767 0.1176
H 0.20296 1.99790 0.14478 0.0956
H -1.48605 0.09542 1.59625 -0.1464
```

Computed properties:
LUMO (alpha / beta)	0.028 / 0.015	Ha
spin multiplicity	1
HOMO energy (alpha / beta)	-8.46 / -6.41	eV
gap between HOMO and LUMO (alpha / beta)	9.23 / 6.82	eV



#two
# C5H12S

An isolated molecule of C5H12S (ωB97M-V/def2-TZVPD, the OMol25 dataset).

XYZ file:
```
18
Properties=species:S:1:pos:R:3:lowdin_charge:R:1
C 0.73329 2.33124 -0.77840 -0.1118
C -0.03602 1.04561 -1.21204 -0.2377
C -0.11116 0.20963 0.02274 -0.3062
C 0.47428 -1.21584 -0.09066 -0.2568
C -0.18382 -1.83683 1.15135 -0.5038
S -2.00517 -2.18716 0.79214 0.7051
H 1.65188 2.09501 -0.22353 0.0717
H 0.18218 2.74412 0.04911 0.0616
H 0.88297 2.96384 -1.67881 0.0786
H -0.98344 1.35105 -1.53902 0.0885
H 0.58383 0.43956 -1.88272 0.1066
H -1.07447 -0.03372 0.49538 0.0487
H 0.41973 0.76371 0.77318 0.0877
H 1.56891 -1.28335 0.05840 0.1182
H 0.12743 -1.61629 -1.08148 0.1212
H 0.29037 -2.78687 1.19812 0.0443
H -0.06974 -1.24991 2.01096 0.0609
H -2.45106 -1.73381 1.93528 -0.1768
```

Computed properties:
LUMO	0.035	Ha
spin multiplicity	1
HOMO energy	-8.98	eV
gap between HOMO and LUMO	9.94	eV
structure (SMILES)	CCCCCS



It is #two that is most stable; the runner-up trails by 0.1219 hartree.



#one
# C5H12S

A cluster of 2 separate species, C5H12S in total (ωB97M-V/def2-TZVPD, the OMol25 dataset).

XYZ file:
```
18
Properties=species:S:1:pos:R:3:lowdin_charge:R:1
C 1.86918 0.66713 1.05946 -0.2150
C 0.61837 1.34356 1.68288 -0.3035
C -0.66136 0.43298 1.21385 -0.3431
C -1.05620 0.63337 -0.26422 -0.3427
S -0.12597 -0.29935 -1.44993 0.7786
C -0.71439 -2.05369 -1.23359 -0.3416
H 2.88050 0.92063 1.45420 0.0786
H 1.93857 1.16616 0.08567 0.0429
H 1.53308 -0.40357 0.98267 0.0187
H 0.67332 1.31289 2.82332 0.0793
H 0.61819 2.46345 1.37404 0.1209
H -0.30966 -0.63505 1.32635 0.0260
H -1.49718 0.49334 1.93552 0.0954
H 0.83694 -0.65359 2.84690 0.1497
H -2.08763 0.98908 -0.63916 0.0812
H -1.84948 -2.05464 -1.32951 0.0611
H -0.55441 -2.52430 -2.14305 -0.0029
H -0.50029 -2.42484 -0.26843 0.0165
```

Computed properties:
LUMO	-0.090	Ha
spin multiplicity	1
HOMO energy	-7.16	eV
gap between HOMO and LUMO	4.72	eV



#two
# C5H12S

A cluster of 2 separate species, C5H12S in total (ωB97M-V/def2-TZVPD, the OMol25 dataset).

XYZ file:
```
18
Properties=species:S:1:pos:R:3:lowdin_charge:R:1
C 2.08982 0.60267 0.86241 -0.3798
C 1.50696 -1.08669 -1.17816 -0.1999
C -1.18070 -1.72408 -0.13493 -0.1518
C -1.02940 2.36590 0.15697 0.0564
C -0.17722 -0.97987 0.75608 -0.3808
S 0.89081 0.17853 -0.22311 0.8668
H 1.95843 1.68647 1.17656 -0.0014
H 3.07490 0.34274 0.74476 -0.0505
H 0.80782 -1.64538 -1.63394 -0.0299
H 2.40140 -0.93009 -1.65085 0.0013
H -0.70571 -2.53622 -0.54965 0.0308
H -2.06654 -1.97750 0.39803 0.0663
H -1.48064 -1.04970 -0.95542 0.0819
H -0.15604 2.96036 0.26358 -0.0198
H -1.79142 2.85641 -0.31760 -0.0390
H -1.26626 2.03213 1.12386 -0.0210
H 0.51728 -1.82895 1.10940 0.1230
H -0.69957 -0.36945 1.43120 0.0476
```

Computed properties:
LUMO (alpha / beta)	-0.008 / -0.028	Ha
spin multiplicity	1
HOMO energy (alpha / beta)	-7.12 / -7.08	eV
gap between HOMO and LUMO (alpha / beta)	6.90 / 6.31	eV



It is #two that is most stable; the runner-up trails by 0.0056 hartree.



#one
# C2H7N4O

A cluster of 2 separate species, C2H7N4O in total (ωB97M-V/def2-TZVPD, the OMol25 dataset).

XYZ file:
```
14
Properties=species:S:1:pos:R:3:lowdin_charge:R:1
C -0.59212 -0.04785 0.67124 -0.3950
C -0.63210 -1.13232 -0.24791 -0.0138
N 0.25016 0.95950 0.54860 0.0769
N 0.72663 0.12783 -1.78000 0.0711
N -1.07202 -0.18572 1.96427 0.1567
N 1.47317 0.70311 -0.93899 0.0367
O -1.59671 -1.43497 -1.04265 0.1044
H 0.64154 1.39275 1.37125 0.1008
H 0.13962 0.66812 -2.38219 0.1006
H -0.42988 0.22445 2.64474 0.1224
H -1.36919 -1.08006 2.24528 0.0970
H 1.67492 1.76460 -0.90068 0.2096
H 2.23397 0.25040 -0.49228 0.1531
H -1.44799 -2.20984 -1.66068 0.1796
```

Computed properties:
LUMO	-0.185	Ha
spin multiplicity	1
HOMO energy	-13.09	eV
charge	+1
gap between HOMO and LUMO	8.06	eV



#two
# C2H7N4O

A cluster of 2 separate species, C2H7N4O in total (ωB97M-V/def2-TZVPD, the OMol25 dataset).

XYZ file:
```
14
Properties=species:S:1:pos:R:3:lowdin_charge:R:1
C -1.95411 0.24827 -0.21829 -0.2220
C 0.42989 -1.04580 -0.39608 -0.1799
N -2.60079 -0.68138 0.10106 0.3105
N 1.43745 -0.31634 0.06258 -0.0468
N -1.33360 1.32235 0.03684 0.1844
N 1.43101 1.13468 -0.13203 0.0762
O 0.40932 -2.36937 -0.05981 0.0135
H -3.16855 -1.46477 -0.27956 0.1640
H 2.12748 -0.68186 0.70235 0.1457
H -1.58223 2.23533 -0.38296 0.1664
H -0.26331 1.32901 0.24396 0.1060
H 1.84603 1.35720 0.68478 0.0616
H 1.99030 1.50576 -0.84012 0.0988
H 1.23112 -2.57308 0.47729 0.1216
```

Computed properties:
LUMO	-0.138	Ha
spin multiplicity	1
HOMO energy	-13.20	eV
charge	+1
gap between HOMO and LUMO	9.45	eV



It is #two that is most stable; the runner-up trails by 0.0822 hartree.



#one
# C5H12BrN2

The ion C5H12BrN2 with charge +1 (ωB97M-V/def2-TZVPD, the OMol25 dataset).

XYZ file:
```
20
Properties=species:S:1:pos:R:3:lowdin_charge:R:1
C 1.48042 -1.08512 0.44295 0.0549
C 0.64722 0.18369 0.33150 -0.3466
N 1.10988 1.14177 1.05501 0.0031
C 0.75452 2.53687 1.16199 -0.4610
Br 1.25939 3.40233 -0.59445 0.6699
N -0.45656 0.09128 -0.34350 -0.0937
C -0.68389 -1.09287 -1.22762 0.0056
C -1.42994 1.14151 -0.57272 -0.0359
H 2.18133 -0.77183 1.22354 0.0933
H 2.08953 -1.15342 -0.47269 0.1347
H 0.87678 -1.79740 0.83054 0.0642
H 1.99136 0.81347 1.51968 0.1727
H -0.26534 2.72732 1.54387 0.1071
H 1.47343 2.90813 1.82070 0.0491
H 0.01012 -1.09905 -2.13839 0.1430
H -0.41684 -1.97546 -0.60179 0.0906
H -1.72057 -1.32992 -1.37215 0.0961
H -1.00668 2.05866 -0.21924 0.0045
H -1.92113 1.29596 -1.61331 0.1492
H -2.34607 0.85356 -0.08440 0.0992
```

Computed properties:
LUMO	-0.124	Ha
spin multiplicity	1
HOMO energy	-14.16	eV
charge	+1
gap between HOMO and LUMO	10.79	eV
structure (SMILES)	C/C(=[NH+]/CBr)N(C)C



#two
# C5H12BrN2

The ion C5H12BrN2 with charge +1 (ωB97M-V/def2-TZVPD, the OMol25 dataset).

XYZ file:
```
20
Properties=species:S:1:pos:R:3:lowdin_charge:R:1
C 1.13487 -0.71810 1.03768 -0.0004
C 0.04946 -0.59703 -0.05315 -0.6509
C -0.18669 -2.00223 -0.70914 -0.0072
C 0.28710 0.42849 -1.17266 -0.0619
N 0.13249 1.72828 -0.44870 0.0688
C -0.70233 1.52517 0.78240 -0.1047
N -1.02852 -0.08697 0.72688 -0.3762
Br -2.78779 -0.17869 -0.11747 0.7594
H 0.69398 -1.11594 1.91931 0.1016
H 1.49192 0.16605 1.31717 0.0300
H 1.91629 -1.42239 0.90747 0.0940
H 0.78435 -2.45747 -0.85257 0.0971
H -0.75493 -1.82384 -1.56421 0.0461
H -0.71745 -2.52097 0.06172 0.0882
H 1.39468 0.30272 -1.43444 0.1797
H -0.54081 0.39827 -1.90346 0.1283
H 1.03294 2.11325 0.01208 0.2228
H -0.30676 2.46542 -0.96052 0.1661
H -1.65988 2.05174 0.72268 0.0917
H -0.23294 1.74423 1.72895 0.1274
```

Computed properties:
LUMO	-0.133	Ha
spin multiplicity	1
HOMO energy	-13.50	eV
charge	+1
gap between HOMO and LUMO	9.90	eV
structure (SMILES)	CC1(C)C[NH2+]CN1Br



It is #one that is most stable; the runner-up trails by 0.0478 hartree.



#one
# C5H5N

An isolated molecule of C5H5N (ωB97M-V/def2-TZVPD, the OMol25 dataset).

XYZ file:
```
11
Properties=species:S:1:pos:R:3:lowdin_charge:R:1
C -0.34699 1.08666 -2.11721 0.1357
C -0.32958 0.39138 -1.13624 -0.1131
C -0.31098 -0.42217 0.09024 -0.3711
C 0.14225 0.39560 1.31404 -0.0583
C 0.54975 -1.60870 -0.08250 -0.1946
N 1.22924 -2.53851 -0.18525 0.1577
H -0.35662 1.69738 -2.99403 0.0337
H -1.32621 -0.79555 0.27488 0.1481
H -0.52709 1.24793 1.45138 0.0857
H 0.11833 -0.22256 2.21512 0.0856
H 1.15829 0.76940 1.17028 0.0907
```

Computed properties:
LUMO	0.029	Ha
spin multiplicity	1
HOMO energy	-10.73	eV
gap between HOMO and LUMO	11.52	eV
structure (SMILES)	C#C[C@H](C)C#N



#two
# C5H5N

An isolated molecule of C5H5N (ωB97M-V/def2-TZVPD, the OMol25 dataset).

XYZ file:
```
11
Properties=species:S:1:pos:R:3:lowdin_charge:R:1
C -2.42502 -0.76491 0.10324 0.0422
C 1.64409 -0.33834 0.11088 -0.1327
C -0.77814 1.13473 -0.05547 -0.1578
C 0.36784 -1.17751 -0.11357 0.0146
C 0.28588 0.14842 -0.00226 -0.2575
N -1.94689 0.30932 -0.02154 -0.0597
H 2.33139 -0.46070 1.05589 0.1100
H 2.27699 -0.32269 -0.88109 0.1001
H -0.94628 1.78530 0.77487 0.1205
H -0.67081 1.85977 -0.79135 0.1052
H -0.13906 -2.17339 -0.17958 0.1152
```

Computed properties:
LUMO	0.031	Ha
spin multiplicity	1
HOMO energy	-9.25	eV
gap between HOMO and LUMO	10.11	eV



It is #one that is most stable; the runner-up trails by 0.1006 hartree.



#one
# C5H5N

A cluster of 2 separate species, C5H5N in total (ωB97M-V/def2-TZVPD, the OMol25 dataset).

XYZ file:
```
11
Properties=species:S:1:pos:R:3:lowdin_charge:R:1
C -0.36965 -0.47725 -2.03736 0.0181
C 0.25655 0.10992 -1.03920 -0.1140
C 0.92466 0.53519 -0.03695 -0.1461
C 1.65597 1.12092 0.86426 -0.0034
H -1.13519 -1.21654 -1.80271 0.0557
H -0.26855 -0.09470 -2.97034 0.0167
H 2.43858 1.83366 0.53826 0.0686
H 1.58242 0.84671 1.96654 0.0824
C -1.65941 -1.70927 1.66457 -0.0971
N -1.66678 -0.69185 2.20165 0.0561
H -1.84139 -2.49690 0.92471 0.0630
```

Computed properties:
LUMO	0.014	Ha
spin multiplicity	1
HOMO energy	-9.16	eV
gap between HOMO and LUMO	9.55	eV
structure (SMILES)	C=C=C=C.C#N



#two
# C5H5N

A cluster of 2 separate species, C5H5N in total (ωB97M-V/def2-TZVPD, the OMol25 dataset).

XYZ file:
```
11
Properties=species:S:1:pos:R:3:lowdin_charge:R:1
C 0.94356 1.06036 0.42448 0.0205
C 1.47972 0.04353 1.01536 0.0099
C -2.02050 0.46172 -0.78711 -0.1620
C 0.73067 -0.27781 -0.26257 -0.3378
C -0.56307 -0.94706 -0.16438 0.0300
N -2.81484 1.25496 -1.13031 -0.0239
H 0.69837 2.08909 0.33086 0.1035
H 2.01900 -0.40512 1.81243 0.0944
H -0.79659 -1.70675 -0.89227 0.0700
H 1.29141 -0.47691 -1.17117 0.1178
H -0.96774 -1.09602 0.82469 0.0775
```

Computed properties:
LUMO	0.001	Ha
spin multiplicity	1
HOMO energy	-10.60	eV
gap between HOMO and LUMO	10.62	eV



#three
# C5H5N

A structure of composition C5H5N (ωB97M-V/def2-TZVPD, the OMol25 dataset).

XYZ file:
```
11
Properties=species:S:1:pos:R:3:lowdin_charge:R:1
C -1.00609 -0.51627 -0.53687 -0.1232
C -1.17788 0.62688 0.41060 -0.0492
C 0.43716 -0.02921 -0.98025 -0.1405
C 0.41650 0.58268 0.37458 -0.1259
C 0.68506 -0.97308 0.16297 -0.3226
N -0.52278 -1.61629 0.17445 0.0887
H -1.43346 1.47553 -0.04271 0.0640
H -1.69252 0.37792 1.25269 0.0818
H 1.27337 0.23783 -1.72161 0.1588
H 1.03935 1.50662 0.70000 0.1497
H 1.98129 -1.67260 0.20614 0.2184
```

Computed properties:
LUMO (alpha / beta)	-0.013 / -0.013	Ha
spin multiplicity	1
HOMO energy (alpha / beta)	-8.68 / -8.42	eV
gap between HOMO and LUMO (alpha / beta)	8.34 / 8.06	eV



It is #one that is most stable; the runner-up trails by 0.0371 hartree.